22
Properties=species:S:1:pos:R:3 method="wB97M-V/def2-TZVPD" orbital_gap_ev=11.6308 de_lowest_kj_mol=85.51 total_charge=+1 mol_weight_g_mol=103.19
C 1.3369 0.2602 2.2331
C -0.1627 0.0179 2.1332
C -0.8166 -1.9566 1.0535
N -0.4845 -0.7493 0.9304
H 1.5390 0.9047 3.0843
H 1.8656 -0.6793 2.3577
H 1.7111 0.7542 1.3365
H -0.6732 0.9774 2.0695
H -0.5081 -0.4932 3.0334
H -0.9003 -2.4519 2.0197
H -1.0527 -2.5535 0.1726
C -0.8413 1.5960 -1.6851
N 0.1660 0.5457 -1.3742
C 0.2625 -0.5071 -2.4226
H -0.6759 2.4637 -1.0494
H -0.7361 1.9113 -2.7162
H -1.8304 1.1864 -1.5029
H -0.1059 0.0671 -0.4329
H 1.0759 0.9756 -1.2254
H -0.7377 -0.6870 -2.8145
H 0.6545 -1.4143 -1.9780
H 0.9139 -0.1678 -3.2227


300
Properties=species:S:1:pos:R:3 method="wB97M-V/def2-TZVPD" orbital_gap_ev=7.6454 total_charge=0 mol_weight_g_mol=1821.84
C -9.2667 8.9474 27.4616
C -10.2107 10.0738 27.5902
C -11.6620 9.6114 27.5627
S -11.7372 8.1564 26.4625
O -12.1586 8.4792 25.0882
O -12.3351 6.9770 27.1447
C -9.8930 7.9878 26.4300
H -9.2179 8.4935 28.4514
H -8.2666 9.1950 27.1057
H -10.0107 10.8894 26.8952
H -10.0037 10.4958 28.5736
H -12.4300 10.3590 27.3641
H -11.9723 9.1900 28.5189
H -9.5831 8.2727 25.4246
H -9.6112 6.9360 26.4793
C -10.1533 3.6739 10.3073
C -9.6635 5.0552 10.8001
C -9.6811 5.0453 12.3744
S -11.1807 4.1016 12.8059
O -12.4290 4.8452 12.7639
O -10.8671 3.2137 13.9866
C -11.0492 2.9793 11.3766
H -9.2691 3.1310 9.9734
H -10.7013 3.7683 9.3698
H -10.2085 5.8842 10.3485
H -8.6321 5.2712 10.5215
H -9.9512 5.9873 12.8517
H -8.8197 4.4462 12.6693
H -12.0956 2.8498 11.1004
H -10.7400 1.9718 11.6548
C -24.1588 11.5247 15.1298
C -23.6598 11.3279 16.5216
C -23.1790 9.8872 16.5941
S -24.3624 8.9398 15.5498
O -25.3540 8.1769 16.2986
O -23.5842 8.3681 14.4050
C -25.1546 10.3587 14.8486
H -23.3610 11.3929 14.3989
H -24.6265 12.4982 14.9825
H -24.4018 11.6006 17.2720
H -22.8670 12.0680 16.6302
H -23.2312 9.3010 17.5116
H -22.1512 9.7177 16.2732
H -26.1251 10.5741 15.2957
H -25.4665 10.2176 13.8138
C -13.8896 -1.9060 25.7936
C -12.6922 -1.0518 26.3537
C -12.0188 -1.9187 27.4504
S -12.4040 -3.6557 27.0829
O -13.2720 -4.0980 28.1570
O -11.2234 -4.4481 26.6862
C -13.4082 -3.3453 25.6640
H -14.2198 -1.5250 24.8272
H -14.6878 -1.6747 26.4989
H -13.0368 -0.0957 26.7478
H -12.0923 -0.8342 25.4700
H -12.4390 -1.6143 28.4090
H -10.9472 -1.7218 27.4798
H -14.1677 -4.0663 25.3614
H -12.6800 -3.5150 24.8710
C -15.7086 3.6304 19.1533
C -16.5926 3.2299 17.9668
C -17.5452 4.2597 17.5645
S -18.0295 5.0238 19.1766
O -19.1289 4.3071 19.8604
O -18.1081 6.4236 19.0802
C -16.4903 4.5958 20.1009
H -14.8248 4.2178 18.9045
H -15.4201 2.7285 19.6931
H -16.9995 2.2834 18.3228
H -15.9137 2.9605 17.1578
H -18.3998 3.9290 16.9742
H -17.0465 5.0247 16.9693
H -16.7951 4.1450 21.0454
H -15.8213 5.4292 20.3152
C -26.4297 6.3351 22.5676
C -28.0121 6.3463 22.4115
C -28.5835 4.9228 22.3118
S -27.2288 3.7356 22.5672
O -27.3676 2.6453 21.6251
O -27.1997 3.4301 24.0285
C -25.9164 4.9226 22.1525
H -26.0686 6.5904 23.5638
H -26.0638 7.0704 21.8509
H -28.1783 6.8762 21.4736
H -28.4303 6.9960 23.1804
H -28.9520 4.6488 21.3232
H -29.3698 4.8024 23.0570
H -25.8190 4.9106 21.0670
H -24.9849 4.6588 22.6532
C -10.7518 12.6146 17.8797
C -10.2403 11.2762 18.4571
C -9.3358 10.6618 17.3729
C -7.9353 11.2799 17.3212
C -7.2899 11.3726 18.6771
C -8.1191 11.9958 19.7879
N -9.5036 11.3802 19.6835
O -10.3871 11.6739 20.7478
C -7.4529 11.4594 21.1189
C -8.1452 13.5290 19.7236
C -11.3548 10.1880 18.4893
H -10.0584 13.2520 17.3309
H -11.1050 13.2277 18.7088
H -11.6510 12.4930 17.2759
H -9.1538 9.5968 17.5166
H -9.8642 10.7113 16.4208
H -8.0433 12.2739 16.8874
H -7.2519 10.7869 16.6298
H -6.4692 12.0702 18.5096
H -6.8955 10.4166 19.0213
H -8.0868 11.8702 21.9046
H -7.3896 10.3742 21.0384
H -6.4671 11.8638 21.3485
H -7.2172 14.0183 20.0193
H -8.4888 13.9793 18.7923
H -8.7736 13.9521 20.5072
H -11.9091 10.0898 17.5559
H -12.1280 10.4379 19.2158
H -11.0682 9.1671 18.7416
H -10.6930 10.8326 21.0945
C -20.9607 15.2308 25.9435
C -21.0929 13.7949 25.2039
C -20.3278 14.0193 23.8448
C -19.9671 12.7865 23.0689
C -19.1582 11.8166 24.0540
C -19.9190 11.5389 25.3616
N -20.4068 12.7200 25.9522
O -20.8844 12.5816 27.2616
C -20.9732 10.4275 25.1333
C -18.8869 10.9091 26.3522
C -22.5879 13.4997 24.9346
H -19.9195 15.3860 26.2260
H -21.5512 15.3570 26.8510
H -21.2313 16.0910 25.3312
H -21.0677 14.5768 23.2706
H -19.5385 14.7589 23.9789
H -19.3761 13.1365 22.2226
H -20.9296 12.4057 22.7275
H -18.1741 12.2244 24.2848
H -18.9320 10.8805 23.5435
H -20.5428 9.4506 24.9132
H -21.5388 10.1722 26.0294
H -21.6564 10.7183 24.3353
H -18.2904 10.0847 25.9615
H -18.3228 11.6948 26.8548
H -19.3827 10.4563 27.2108
H -23.1314 13.4924 25.8794
H -22.7309 12.5109 24.4989
H -23.0819 14.2888 24.3676
H -20.1314 12.9548 27.7257
C -17.2095 10.8311 6.1836
C -17.7998 10.1385 7.4477
C -17.7020 8.6639 7.0548
C -17.8032 7.7058 8.2482
C -16.8095 8.0965 9.3964
C -16.8817 9.7270 9.7910
N -16.8363 10.4751 8.5398
O -16.6681 11.7519 8.7916
C -18.1486 9.9218 10.5421
C -15.6922 9.9306 10.8293
C -19.2492 10.5868 7.4820
H -17.4431 11.8957 6.1844
H -17.4463 10.4122 5.2055
H -16.1198 10.8287 6.1582
H -18.5557 8.3306 6.4646
H -16.7739 8.5275 6.4996
H -17.6644 6.6828 7.8986
H -18.7904 7.7815 8.7040
H -15.8386 7.6963 9.1042
H -17.0557 7.5148 10.2847
H -18.3225 10.9587 10.8298
H -19.0432 9.7126 9.9556
H -18.1833 9.3462 11.4672
H -15.5273 10.9724 11.1041
H -15.7956 9.3637 11.7545
H -14.7838 9.5382 10.3723
H -19.2617 11.6743 7.5553
H -19.9046 10.2238 8.2737
H -19.7226 10.2754 6.5508
H -15.8884 11.8637 8.2427
C -26.1187 -3.0325 14.5658
C -25.9777 -2.0910 13.3494
C -26.9838 -0.9533 13.4954
C -26.6318 0.0906 14.5135
C -25.2959 0.7149 14.0679
C -24.1464 -0.2012 13.7919
N -24.6003 -1.5386 13.2098
O -23.5570 -2.4020 12.9380
C -23.2028 0.3615 12.6271
C -23.4600 -0.4915 15.1618
C -26.3379 -2.8499 12.0225
H -27.1797 -3.1498 14.7862
H -25.6510 -2.6671 15.4801
H -25.6702 -4.0260 14.5669
H -27.1566 -0.4267 12.5568
H -27.9506 -1.3395 13.8182
H -26.4475 -0.4475 15.4434
H -27.3606 0.8167 14.8737
H -25.0927 1.3454 14.9335
H -25.5114 1.4144 13.2602
H -22.1347 0.2394 12.8069
H -23.2799 0.0062 11.5995
H -23.3610 1.4323 12.4993
H -22.4230 -0.8144 15.0690
H -23.5379 0.3498 15.8505
H -23.7984 -1.2686 15.8471
H -26.4374 -2.1554 11.1883
H -27.2982 -3.3639 12.0649
H -25.5657 -3.5325 11.6678
H -23.5762 -2.3591 11.9792
C -7.5997 -0.6592 17.7559
C -7.2888 -0.4964 19.2599
C -5.6745 -0.5969 19.3386
C -4.8551 0.3766 20.2278
C -5.5438 1.7275 20.2007
C -7.0383 1.8200 20.5013
N -7.8139 0.9047 19.6270
O -9.1759 0.9451 19.8639
C -7.2587 1.3974 22.0087
C -7.3642 3.2928 20.2465
C -7.8498 -1.6973 20.0961
H -7.0380 -1.4998 17.3484
H -7.2248 0.1522 17.1320
H -8.6605 -0.7111 17.5108
H -5.4178 -1.5788 19.7361
H -5.1638 -0.4075 18.3944
H -3.8070 0.5218 19.9662
H -4.9967 0.0604 21.2613
H -5.3694 2.1229 19.2001
H -4.9462 2.3010 20.9092
H -6.4082 1.7798 22.5731
H -8.1411 1.8268 22.4831
H -7.2784 0.3145 22.1317
H -7.4278 3.5334 19.1853
H -8.4037 3.5255 20.4775
H -6.6706 3.9310 20.7939
H -8.9370 -1.7364 20.0293
H -7.5274 -1.6390 21.1357
H -7.4461 -2.6636 19.7938
H -9.4499 1.1532 18.9677
C -18.6349 3.5860 31.7873
C -19.6492 2.8372 30.8760
C -20.9359 3.6605 30.9386
C -22.0941 3.0858 30.0930
C -21.5535 2.9084 28.6623
C -20.1714 2.2989 28.4319
N -19.2464 2.7664 29.4717
O -17.9674 2.2984 29.3037
C -20.2324 0.7052 28.4950
C -19.5930 2.7631 27.0318
C -19.8505 1.4594 31.6412
H -17.7081 3.0271 31.6577
H -18.9523 3.5886 32.8300
H -18.3228 4.5732 31.4467
H -21.2991 3.7886 31.9583
H -20.7987 4.6192 30.4385
H -22.9664 3.7378 30.1368
H -22.4213 2.1028 30.4317
H -21.7635 3.7736 28.0334
H -22.1991 2.1231 28.2691
H -19.2641 0.2350 28.3239
H -20.6933 0.2979 29.3949
H -20.8115 0.2850 27.6727
H -19.2988 3.8121 26.9973
H -18.7518 2.1410 26.7260
H -20.3622 2.6912 26.2630
H -19.1125 0.7501 31.2664
H -20.8335 1.0001 31.5367
H -19.6813 1.5227 32.7161
H -17.4713 3.0609 28.9969
C -20.9672 -8.5877 23.0407
C -20.3289 -7.8096 21.8510
C -21.2687 -8.1126 20.6375
C -21.0838 -7.2265 19.4282
C -21.0902 -5.7206 19.7263
C -20.2674 -5.2723 20.9780
N -20.3518 -6.3338 22.0621
O -19.4670 -5.9832 23.0937
C -18.8310 -5.0145 20.4383
C -20.9255 -3.9515 21.5948
C -18.8470 -8.3027 21.4978
H -22.0094 -8.2790 23.1210
H -20.4449 -8.3575 23.9693
H -21.0349 -9.6680 22.9119
H -20.8892 -9.0684 20.2763
H -22.2870 -8.1436 21.0249
H -21.9040 -7.5186 18.7724
H -20.1463 -7.4608 18.9238
H -22.1422 -5.5290 19.9374
H -21.0092 -5.1658 18.7916
H -18.1838 -4.4491 21.1087
H -18.2034 -5.8800 20.2261
H -18.8998 -4.3852 19.5509
H -20.2528 -3.4582 22.2964
H -21.2627 -3.3661 20.7395
H -21.8749 -4.2416 22.0449
H -18.7945 -9.3899 21.5555
H -18.0732 -7.8616 22.1261
H -18.5378 -8.0024 20.4966
H -20.0714 -6.1822 23.8126


16
Properties=species:S:1:pos:R:3 method="wB97M-V/def2-TZVPD" orbital_gap_ev=10.7010 de_lowest_kj_mol=55.54 total_charge=0 mol_weight_g_mol=103.12 smiles="NC(=O)CCCO"
N 2.3869 -0.8351 1.6303
C 1.0852 -0.9537 1.2507
O 0.3634 -1.8174 1.7204
C 0.6242 0.0223 0.1765
C -0.8978 0.1512 0.1507
C -1.4355 0.4242 -1.2358
O -0.8948 1.6554 -1.6792
H 2.7303 -1.4963 2.3078
H 3.0028 -0.1229 1.2782
H 1.1118 0.9967 0.2951
H 0.9836 -0.3751 -0.7836
H -1.3264 -0.7795 0.5348
H -1.2202 0.9575 0.8188
H -1.1417 -0.3986 -1.9074
H -2.5348 0.4554 -1.2152
H -1.2739 1.8572 -2.5408


79
Properties=species:S:1:pos:R:3 method="wB97M-V/def2-TZVPD" orbital_gap_ev=7.0271 de_lowest_kj_mol=0.00 total_charge=+1 mol_weight_g_mol=736.10
Pd 1.0161 -0.5262 -1.0281
O 4.0945 0.5133 0.9730
C 3.6434 -0.1253 0.0306
O 2.7848 0.4404 -0.7928
C 4.1339 -1.5105 -0.2547
C 5.2953 -1.8883 0.4242
C 5.8959 -3.1104 0.1997
C 5.3204 -3.9897 -0.7095
C 4.1571 -3.6475 -1.3700
C 3.5443 -2.4076 -1.1599
S 2.0789 -2.1343 -2.0992
H 5.7199 -1.1841 1.1259
H 6.8043 -3.3766 0.7225
H 5.7732 -4.9551 -0.8955
H 3.6965 -4.3508 -2.0524
O -0.1975 1.2441 -0.0942
P -1.5786 1.1376 -0.7111
C -2.5619 -0.0813 0.1992
P -1.5852 -1.6200 0.3922
O -0.6453 -1.8223 -0.7636
C -2.7578 -2.9678 0.4773
C -2.3669 -4.1929 -0.0582
C -3.2231 -5.2800 0.0217
C -4.4605 -5.1473 0.6354
C -4.8514 -3.9262 1.1692
C -4.0018 -2.8348 1.0900
C -0.6982 -1.4754 1.9441
C -1.3583 -1.1645 3.1321
C -0.6412 -1.0587 4.3107
C 0.7341 -1.2595 4.3069
C 1.3920 -1.5794 3.1295
C 0.6762 -1.6954 1.9458
C -1.4428 0.5841 -2.4139
C -0.2967 0.9861 -3.1030
C -0.0464 0.4975 -4.3767
C -0.9416 -0.3828 -4.9662
C -2.0927 -0.7687 -4.2914
C -2.3406 -0.2933 -3.0145
C -2.4736 2.6896 -0.6956
C -3.8197 2.7205 -1.0572
C -4.4953 3.9277 -1.1037
C -3.8301 5.1076 -0.7940
C -2.4904 5.0811 -0.4375
C -1.8119 3.8727 -0.3867
H -3.4938 -0.3069 -0.3210
H -2.8045 0.3501 1.1723
H -1.4043 -4.2839 -0.5459
H -2.9245 -6.2311 -0.3979
H -5.1266 -5.9977 0.6953
H -5.8176 -3.8247 1.6446
H -4.3187 -1.8857 1.5076
H -2.4326 -1.0162 3.1499
H -1.1529 -0.8212 5.2338
H 1.2909 -1.1722 5.2306
H 2.4613 -1.7391 3.1214
H 1.1878 -1.9563 1.0243
H 0.3939 1.6931 -2.6588
H 0.8539 0.7934 -4.8975
H -0.7407 -0.7732 -5.9548
H -2.7879 -1.4563 -4.7535
H -3.2239 -0.6373 -2.4901
H -4.3447 1.8084 -1.3175
H -5.5393 3.9506 -1.3850
H -4.3591 6.0504 -0.8336
H -1.9734 6.0010 -0.2000
H -0.7662 3.8514 -0.1076
N 3.0724 5.3302 0.8631
C 3.6799 4.2552 1.6496
C 2.6828 3.1137 1.8125
N 2.1058 2.8042 0.4738
H 3.7760 5.9349 0.4608
H 2.4744 5.9122 1.4377
H 2.2023 3.6564 -0.0926
H 4.0290 4.5622 2.6383
H 4.5484 3.8819 1.1044
H 1.8632 3.3771 2.4812
H 3.1742 2.2155 2.1718
H 2.5487 1.9700 -0.0223
H 1.1144 2.5442 0.5049


22
Properties=species:S:1:pos:R:3 method="wB97M-V/def2-TZVPD" orbital_gap_ev=10.2516 de_lowest_kj_mol=89.72 total_charge=+2 mol_weight_g_mol=118.18
C 1.5804 -0.4773 0.9397
C 0.9750 0.6508 0.1647
C -0.5141 0.8454 0.2904
C -1.2128 1.6307 -0.5151
N -2.6219 2.0170 -0.2304
C -3.6308 1.4727 -0.7721
N 2.7724 -1.1201 0.2640
H 1.9569 -0.0715 1.8871
H 0.9075 -1.2284 1.3488
H 1.3088 1.6448 0.5098
H 1.2159 0.7763 -0.8974
H -1.0908 0.2905 1.0251
H -0.8627 2.2984 -1.2946
H -2.6110 2.8894 0.2967
H -4.6032 1.8956 -0.5459
H -3.5062 0.5881 -1.3834
H 3.3160 -0.4204 -0.2130
H 3.2965 -1.6480 0.9522
H 2.3624 -1.8549 -0.3256
H 0.8086 -3.7817 0.0373
H -0.3053 -3.3553 -1.0242
O 0.4581 -3.0421 -0.5141